This record from OMol25 describes a structure of composition C32H39CdN5O3. The level of theory is ωB97M-V/def2-TZVPD.

The value obtained for the HOMO energy is -13.0 eV. Its orbital gap is 0.2644 Eh. As for the energy above the lowest of the compared OMol25 structures with the same formula, charge and spin: 1.2299 eV. The total charge is +2. The value obtained for the lowest unoccupied orbital energy is -5.82 eV.

Atoms and positions in Å:
Cd: 1.130 0.160 -0.075
C: -2.177 -4.152 4.710
C: -1.543 -2.945 4.034
C: -2.210 -1.730 3.983
C: -1.717 -0.598 3.258
C: -2.520 0.580 3.279
N: -2.436 1.866 2.984
C: -1.317 2.770 2.749
C: -1.588 3.582 1.468
C: -1.635 2.698 0.248
N: -1.883 3.603 -0.919
C: -1.842 3.332 -2.202
C: -1.243 2.294 -2.965
C: -1.805 2.044 -4.250
C: -1.405 1.035 -5.094
C: -2.056 0.709 -6.468
C: -0.270 0.304 -4.658
C: 0.340 0.529 -3.462
C: 1.560 -0.270 -3.209
N: 2.071 -0.510 -2.058
C: 3.262 -1.355 -1.978
C: 3.131 -2.618 -1.158
C: 3.208 -2.399 0.342
N: 2.063 -1.656 0.845
C: 1.363 -2.326 1.686
C: 0.170 -1.984 2.504
C: -0.361 -3.055 3.255
C: -0.502 -0.709 2.502
O: 0.003 0.280 1.875
C: -0.103 1.521 -2.538
O: 0.544 1.817 -1.490
H: -3.166 -3.873 5.086
H: -1.602 -4.527 5.552
H: -2.310 -4.944 3.990
H: -3.166 -1.664 4.538
H: -3.546 0.360 3.596
H: -3.259 2.405 3.164
H: -0.399 2.201 2.635
H: -1.256 3.483 3.564
H: -0.789 4.317 1.379
H: -2.506 4.172 1.539
H: -2.463 1.982 0.276
H: -0.749 2.182 0.025
H: -2.375 4.481 -0.660
H: -2.405 4.112 -2.736
H: -2.598 2.720 -4.543
H: -3.135 0.555 -6.345
H: -1.554 -0.153 -6.863
H: -1.880 1.535 -7.188
H: 0.147 -0.401 -5.365
H: 2.095 -0.696 -4.078
H: 4.054 -0.713 -1.572
H: 3.597 -1.611 -2.968
H: 4.090 -3.201 -1.339
H: 2.257 -3.194 -1.403
H: 4.117 -1.774 0.507
H: 3.332 -3.315 0.898
H: 1.698 -3.349 1.944
H: 0.146 -4.039 3.187
C: 4.647 0.291 1.945
C: 3.403 0.712 2.463
C: 2.624 1.665 1.788
C: 3.025 2.140 0.510
C: 4.205 1.638 -0.018
C: 5.005 0.775 0.678
H: 5.276 -0.451 2.495
H: 3.143 0.409 3.434
H: 1.677 1.932 2.201
H: 2.339 2.806 0.006
H: 4.584 1.984 -1.004
H: 5.959 0.493 0.242
C: -2.146 -2.574 -0.648
C: -2.181 -1.111 -0.906
N: -3.282 -0.632 -1.481
O: -1.251 -0.353 -0.641
H: -3.072 -3.013 -0.960
H: -1.889 -2.738 0.430
H: -1.327 -3.035 -1.207
H: -4.053 -1.188 -1.646
H: -3.297 0.382 -1.699

The computed Löwdin charges, all in e, follow:
1 Cd 1.4648
2 C -0.0312
3 C -0.2399
4 C 0.0274
5 C -0.1079
6 C 0.0353
7 N 0.0813
8 C -0.1306
9 C -0.1462
10 C -0.1495
11 N 0.0832
12 C 0.0063
13 C -0.1168
14 C 0.0117
15 C -0.2214
16 C -0.0201
17 C 0.0313
18 C -0.1294
19 C -0.0604
20 N -0.0352
21 C -0.2218
22 C -0.1604
23 C -0.2291
24 N -0.0342
25 C -0.0840
26 C -0.1094
27 C 0.0483
28 C -0.3170
29 O -0.1649
30 C -0.3463
31 O -0.1490
32 H 0.0829
33 H 0.0878
34 H 0.0805
35 H 0.1361
36 H 0.1493
37 H 0.1551
38 H 0.0916
39 H 0.1380
40 H 0.1321
41 H 0.1225
42 H 0.1283
43 H 0.0531
44 H 0.1698
45 H 0.1563
46 H 0.1265
47 H 0.0844
48 H 0.0631
49 H 0.0960
50 H 0.1292
51 H 0.1424
52 H 0.1084
53 H 0.1086
54 H 0.1511
55 H 0.1104
56 H 0.1088
57 H 0.1118
58 H 0.1267
59 H 0.1402
60 C -0.0657
61 C -0.0824
62 C -0.1269
63 C -0.1215
64 C -0.1171
65 C -0.1116
66 H 0.1320
67 H 0.0946
68 H 0.0644
69 H 0.0909
70 H 0.1317
71 H 0.1181
72 C 0.0293
73 C -0.5689
74 N 0.2105
75 O -0.0547
76 H 0.0792
77 H 0.1005
78 H 0.1000
79 H 0.0869
80 H 0.1350

***

This record from OMol25 describes an isolated molecule of C32H39N3O5. The level of theory is ωB97M-V/def2-TZVPD.

The value obtained for the HOMO energy is -8.4 eV. Its orbital gap is 0.3258 Eh. As for the energy above the lowest of the compared OMol25 structures with the same formula, charge and spin: 0.0000 eV. The total charge is 0. The value obtained for the lowest unoccupied orbital energy is 0.50 eV.

Atoms and positions in Å:
C: -2.335 -3.423 1.554
C: -1.895 -2.554 0.389
O: -0.618 -2.014 0.699
C: -0.073 -1.209 -0.285
O: -0.839 -0.014 -0.326
C: -0.255 1.057 -0.946
C: -1.193 2.183 -1.277
O: -1.141 2.710 -2.376
N: -2.049 2.596 -0.320
C: -2.187 2.078 1.018
C: -3.487 1.278 1.119
N: -4.605 2.136 0.775
C: -5.902 1.518 1.027
C: -6.156 0.265 0.224
C: -5.754 -0.976 0.702
C: -5.914 -2.115 -0.067
C: -6.480 -2.029 -1.327
C: -6.895 -0.800 -1.809
C: -6.733 0.338 -1.039
C: -4.457 2.652 -0.575
C: -3.158 3.455 -0.674
C: 1.016 1.089 -1.337
C: 1.987 -0.018 -1.044
C: 3.307 0.556 -0.635
C: 3.509 1.579 0.231
N: 4.864 1.837 0.391
C: 5.439 2.809 1.190
C: 4.466 3.688 1.937
O: 6.637 2.935 1.277
C: 5.555 0.933 -0.415
C: 6.916 0.760 -0.611
C: 7.315 -0.238 -1.481
C: 6.388 -1.039 -2.145
C: 5.032 -0.867 -1.955
C: 4.607 0.125 -1.077
C: 1.405 -0.943 0.044
C: 2.160 -2.270 0.170
C: 3.343 -2.210 1.135
C: 4.193 -3.479 1.036
O: 4.739 -3.672 -0.245
H: -2.399 -2.825 2.458
H: -1.615 -4.220 1.717
H: -3.308 -3.858 1.342
H: -2.614 -1.744 0.220
H: -1.822 -3.148 -0.535
H: -0.152 -1.696 -1.279
H: -1.339 1.451 1.282
H: -2.237 2.931 1.705
H: -3.620 0.926 2.145
H: -3.407 0.405 0.451
H: -6.665 2.269 0.803
H: -5.945 1.291 2.096
H: -5.319 -1.054 1.689
H: -5.599 -3.074 0.320
H: -6.604 -2.918 -1.928
H: -7.345 -0.726 -2.788
H: -7.065 1.294 -1.419
H: -5.306 3.304 -0.792
H: -4.429 1.845 -1.327
H: -3.002 3.814 -1.692
H: -3.191 4.302 0.018
H: 1.377 1.955 -1.866
H: 2.140 -0.606 -1.958
H: 2.767 2.151 0.752
H: 3.812 4.210 1.241
H: 3.860 3.094 2.617
H: 5.034 4.416 2.509
H: 7.633 1.381 -0.103
H: 8.368 -0.397 -1.652
H: 6.739 -1.806 -2.820
H: 4.319 -1.487 -2.477
H: 1.421 -0.423 1.007
H: 2.521 -2.584 -0.811
H: 1.466 -3.032 0.529
H: 3.974 -1.350 0.907
H: 2.983 -2.104 2.159
H: 3.579 -4.362 1.227
H: 4.994 -3.443 1.791
H: 5.245 -2.886 -0.488

The computed Löwdin charges, all in e, follow:
1 C -0.0574
2 C -0.2395
3 O -0.0739
4 C -0.3220
5 O 0.0124
6 C -0.1660
7 C -0.3862
8 O 0.0735
9 N -0.0391
10 C -0.1172
11 C -0.1636
12 N -0.1535
13 C -0.1489
14 C -0.2197
15 C -0.0567
16 C -0.0865
17 C -0.0895
18 C -0.0793
19 C -0.0505
20 C -0.1619
21 C -0.1114
22 C 0.0422
23 C -0.1959
24 C -0.1314
25 C 0.0160
26 N 0.0474
27 C -0.4372
28 C 0.0062
29 O 0.0992
30 C -0.1264
31 C 0.0078
32 C -0.0743
33 C -0.0909
34 C -0.0361
35 C -0.1235
36 C -0.1756
37 C -0.1312
38 C -0.1621
39 C -0.2679
40 O -0.0694
41 H 0.0780
42 H 0.0769
43 H 0.0645
44 H 0.1013
45 H 0.1300
46 H 0.1857
47 H 0.1214
48 H 0.1317
49 H 0.1289
50 H 0.1121
51 H 0.1228
52 H 0.1231
53 H 0.1106
54 H 0.0949
55 H 0.1011
56 H 0.1030
57 H 0.1113
58 H 0.1258
59 H 0.1315
60 H 0.1223
61 H 0.1304
62 H 0.1334
63 H 0.1550
64 H 0.1297
65 H 0.0892
66 H 0.0881
67 H 0.0879
68 H 0.1030
69 H 0.1031
70 H 0.1061
71 H 0.1154
72 H 0.1655
73 H 0.1191
74 H 0.1202
75 H 0.1001
76 H 0.1220
77 H 0.1196
78 H 0.1161
79 H 0.0589

***

Number 1: E_tot -51962.1513 eV. Number 2: E_tot -48525.4272 eV.